No. 1
Entry from the Open Molecules 2025 dataset: the molecule C22H11ClF3N5O4 (ωB97M-V/def2-TZVPD).

```
! RIJCOSX wB97M-V def2-TZVPD def2/J DEFGRID3
* xyz 0 1
N 9.0867 -3.4567 4.6787
O -7.0187 -0.4869 -3.1341
O -2.8241 -0.9072 -1.2696
F -0.6424 2.4569 2.2788
F 0.2034 3.6882 0.6317
F 1.0887 1.8280 1.0609
Cl -7.1111 3.6212 -4.6594
N 6.8546 -2.3970 4.3479
N -1.8174 2.3684 -0.7424
N 8.0193 -2.9199 4.4966
O -7.1516 0.5312 -5.1825
O 1.7899 -1.5129 0.9438
C -6.7418 0.4326 -3.8819
C -2.2857 0.1732 -1.0487
C -1.0312 1.6975 0.0807
C 0.7042 -0.5623 2.6159
C 1.9698 -0.9571 3.1036
C 0.5972 -0.9689 1.3129
C 2.6167 -1.5248 2.0522
C -0.5858 -0.8856 0.3967
C -1.2469 0.2688 -0.0631
C 5.9116 -2.9338 0.7919
C -4.8565 3.6663 -3.4307
C 6.6954 -2.9181 1.9508
C 4.5743 -2.4955 0.8331
C 4.7972 -2.0886 3.1978
C -3.7422 3.2222 -2.7014
C -4.6171 1.0214 -2.7386
C -5.8804 2.8203 -3.7689
C 6.1538 -2.4925 3.1910
C 4.0191 -2.0400 2.0390
C -5.7601 1.4397 -3.4350
C -3.6332 1.8816 -2.3192
N -2.5595 1.4857 -1.4963
C -0.1070 2.4348 1.0285
H -6.8274 1.3540 -5.5622
H -0.0775 -0.0524 3.1589
H 2.3822 -0.8626 4.1382
H -0.8583 -1.8002 -0.1094
H 6.3016 -3.2201 -0.1861
H -4.9348 4.7110 -3.7081
H 7.7483 -3.2039 1.9391
H 3.9611 -2.5406 -0.0565
H 4.3669 -1.7232 4.1148
H -2.9402 3.8858 -2.4263
H -4.5910 -0.0381 -2.4629
*
```

Molar mass, g/mol: 501.81
Kohn-Sham gap, eV: 6.76
LUMO energy, eV: -1.718
Energy relative to the best compared isomer or geometry (same formula, charge and spin), kJ/mol: 11.6
Energy, eV: -59304.0189
HOMO energy, Eh: -0.312

---

No. 2
Entry from the Open Molecules 2025 dataset: a cluster of 8 separate species, C25H43ClNO34S7 in total (ωB97M-V/def2-TZVPD).

```
! RIJCOSX wB97M-V def2-TZVPD def2/J DEFGRID3
* xyz -1 1
C 0.7286 3.0797 -2.7062
C -0.5885 2.7645 -2.4739
C -1.5250 2.1551 -3.4963
C -2.8926 1.9463 -2.7851
C -3.9240 1.0538 -3.4366
O -4.0826 -0.1133 -3.2974
O -4.8415 1.7806 -4.2946
C -5.8532 2.3637 -3.6000
C -6.1369 3.7978 -3.9476
O -6.4956 1.7763 -2.7628
C -0.8764 0.7412 -3.8006
O -1.1550 -0.1669 -2.9991
O -0.0930 0.6679 -4.7431
N -1.5245 2.9842 -4.6973
Cl -2.3441 2.2945 -6.0269
C -1.6679 4.3931 -4.5957
O -2.8795 4.8890 -4.0044
C -2.6408 5.7122 -2.8727
C -3.8516 5.7758 -1.9568
H 1.5104 2.3405 -2.8647
H 1.0265 4.1339 -2.6983
H -1.0150 2.9922 -1.4896
H -3.3824 2.8949 -2.5493
H -2.6672 1.4647 -1.8334
H -6.3853 4.3701 -3.0593
H -6.9247 3.8742 -4.6994
H -5.2442 4.2548 -4.3806
H -0.8170 4.8382 -4.0773
H -1.6334 4.7854 -5.6159
H -2.4451 6.7329 -3.2305
H -1.7840 5.3576 -2.2895
H -3.9027 4.9109 -1.2895
H -3.7301 6.6499 -1.3108
H -4.7918 5.8607 -2.4970
C 1.9670 -0.9846 -2.5265
C 1.2941 -1.4903 -1.2787
O 2.4010 -1.8666 -0.4089
S 3.6343 -0.8964 -0.6808
O 3.6379 0.1261 0.3120
O 4.7871 -1.6964 -0.9227
O 3.1336 -0.2688 -2.0381
H 2.3121 -1.8040 -3.1589
H 1.3228 -0.3253 -3.1097
H 0.6487 -2.3413 -1.4649
H 0.7222 -0.7021 -0.7906
C 3.3123 0.4064 4.2706
C 3.8540 1.4554 3.3262
O 3.2018 2.6705 3.7407
S 2.9598 2.6423 5.3143
O 3.9987 3.3576 5.9686
O 1.5958 2.9398 5.5669
O 3.2159 1.0815 5.5372
H 2.3135 0.0803 3.9763
H 3.9639 -0.4584 4.3575
H 3.6336 1.2364 2.2869
H 4.9308 1.5870 3.4506
C 3.3173 -4.8367 1.0050
C 4.2056 -6.0029 1.3753
O 3.6325 -6.5095 2.5866
S 2.0593 -6.3112 2.5597
O 1.4322 -7.5213 2.1463
O 1.6679 -5.6675 3.7620
O 1.9906 -5.2763 1.3501
H 3.5510 -3.9518 1.5980
H 3.3710 -4.5855 -0.0500
H 5.2387 -5.7121 1.5419
H 4.1672 -6.7913 0.6199
C 4.4669 -7.5607 7.1615
C 5.9290 -7.3136 7.4700
O 6.4241 -6.6428 6.3045
S 5.2671 -5.7274 5.6751
O 5.4292 -4.3916 6.1233
O 5.1465 -6.0393 4.2974
O 4.0460 -6.3797 6.4705
H 4.3354 -8.4159 6.4959
H 3.8662 -7.7020 8.0556
H 6.4857 -8.2310 7.6385
H 6.0512 -6.6494 8.3282
C -1.1640 -10.0782 3.0140
C -0.2311 -10.8125 2.0851
O 0.3064 -11.8748 2.8907
S -0.7956 -12.3581 3.9427
O -1.4565 -13.5094 3.4401
O -0.2076 -12.3539 5.2340
O -1.7842 -11.1107 3.8007
H -0.6159 -9.4166 3.6861
H -1.9196 -9.5078 2.4820
H 0.5640 -10.1754 1.7086
H -0.7699 -11.2583 1.2462
C 4.3306 8.1135 -3.7475
C 5.1806 6.8660 -3.8728
O 4.6381 5.9727 -2.8944
S 3.0615 6.2077 -2.7590
O 2.3763 5.2546 -3.5549
O 2.7520 6.3945 -1.3899
O 3.0074 7.6208 -3.5152
H 4.6303 8.7179 -2.8888
H 4.3474 8.7250 -4.6457
H 6.2318 7.0490 -3.6690
H 5.0743 6.4050 -4.8570
C -8.7089 4.9822 -0.0791
C -9.3313 6.3186 0.2726
O -8.8185 7.2188 -0.7197
S -8.6162 6.4322 -2.1008
O -9.7422 6.6596 -2.9329
O -7.2914 6.6663 -2.5466
O -8.7174 4.9549 -1.5109
H -7.6737 4.9183 0.2608
H -9.2702 4.1385 0.3119
H -9.0583 6.6631 1.2659
H -10.4192 6.2905 0.1816
*
```

Molar mass, g/mol: 1161.51
Kohn-Sham gap, eV: 6.22
LUMO energy, eV: 1.467
Energy, eV: -186088.0599
HOMO energy, Eh: -0.174

---

No. 3
Entry from the Open Molecules 2025 dataset: a structure of composition C3H6S3 (ωB97M-V/def2-TZVPD).

```
! RIJCOSX wB97M-V def2-TZVPD def2/J DEFGRID3
* xyz 0 1
C 1.4694 -0.0362 -0.2936
C 0.0109 0.3015 0.0023
C -0.5685 -0.8499 0.7572
H 1.9410 0.8646 -0.6689
H 1.5998 -0.9373 -0.9550
H 1.9734 -0.2200 0.7309
H 0.0290 1.1567 0.6801
H -0.8158 2.0231 -1.3655
H -2.6231 0.1384 0.2616
S -0.8744 0.6719 -1.5350
S -2.3267 -0.9894 0.9634
S 0.1851 -2.1235 1.4227
*
```

Molar mass, g/mol: 138.28
Kohn-Sham gap, eV: 8.31
LUMO energy, eV: -0.401
Energy relative to the best compared isomer or geometry (same formula, charge and spin), kJ/mol: 70.5
Energy, eV: -35713.1281
HOMO energy, Eh: -0.320

---

No. 4
Entry from the Open Molecules 2025 dataset: the ion C2H3ClIS with charge +1 (ωB97M-V/def2-TZVPD).

```
! RIJCOSX wB97M-V def2-TZVPD def2/J DEFGRID3
* xyz 1 1
C 1.2037 0.0664 -0.3249
C 0.3703 -0.6149 0.5598
S -1.3717 -0.0547 0.6791
Cl -1.3639 2.0298 0.5353
I -2.6037 -0.7370 -1.3086
H 2.0194 -0.4145 -0.9282
H 1.0708 1.1790 -0.4467
H 0.6750 -1.4541 1.2343
*
```

Molar mass, g/mol: 221.47
Kohn-Sham gap, eV: 8.03
LUMO energy, eV: -6.783
Energy, eV: -33570.9487
HOMO energy, Eh: -0.544

---

No. 5
Entry from the Open Molecules 2025 dataset: a cluster of 3 separate species, C23H49BN3O5P in total (ωB97M-V/def2-TZVPD).

```
! RIJCOSX wB97M-V def2-TZVPD def2/J DEFGRID3
* xyz 0 3
C 1.9846 3.1917 -0.8400
C 1.3278 3.7373 -2.2577
O -0.1347 3.6942 -2.1515
B -0.7582 5.0258 -2.1731
O -0.1350 6.3177 -1.8370
P -2.6488 5.0995 -2.6483
N -3.4581 4.2420 -1.3076
C -3.9976 5.1838 -0.2529
C -4.4896 3.2435 -1.7850
C -4.0567 1.6336 -1.6693
O -5.7215 3.5608 -2.2582
H 1.9770 4.0726 -0.0693
H 1.4443 2.2373 -0.4238
H 3.1212 2.9254 -1.0857
H 1.7793 4.7447 -2.6409
H 1.6255 2.9187 -3.0739
H -0.4373 7.0211 -2.5141
H -2.7679 4.3501 -3.8977
H -4.3252 4.5542 0.6905
H -3.0719 5.8406 0.1171
H -4.8349 5.9034 -0.6583
H -3.3611 1.5400 -0.7229
H -5.0131 0.9472 -1.6265
H -3.4025 1.4064 -2.6344
C -3.3808 -4.5223 -1.8328
C -3.0189 -3.1556 -2.4861
C -2.8207 -3.3717 -4.0090
C -1.5469 -4.1540 -4.3255
C -0.3219 -3.5129 -3.6817
C -0.4779 -3.1626 -2.1754
N -1.8073 -2.5459 -1.8403
O -1.7512 -1.1942 -2.2351
C -0.2804 -4.4220 -1.2924
C 0.7349 -2.2547 -1.7797
C -4.3025 -2.3000 -2.2328
H -4.4164 -4.8037 -2.0675
H -2.7792 -5.3551 -2.1917
H -3.2993 -4.4744 -0.7406
H -2.7834 -2.4055 -4.5291
H -3.6801 -3.9075 -4.4324
H -1.6388 -5.1946 -3.9990
H -1.4077 -4.1928 -5.4123
H 0.5391 -4.1783 -3.8223
H -0.0921 -2.5997 -4.2479
H -0.4781 -4.2007 -0.2369
H 0.7516 -4.7894 -1.3570
H -0.9012 -5.2669 -1.5833
H 0.8350 -1.3796 -2.4323
H 1.6811 -2.8050 -1.8610
H 0.6499 -1.9033 -0.7440
H -4.5204 -2.2385 -1.1597
H -5.1770 -2.7515 -2.7201
H -4.2325 -1.2787 -2.6210
C 4.2053 0.8267 5.5432
C 3.3336 1.3593 4.3675
C 1.8385 1.1755 4.7366
C 1.4127 -0.2919 4.7291
C 1.7548 -0.9672 3.4051
C 3.2097 -0.7397 2.9074
N 3.6840 0.6767 3.0759
O 3.1185 1.4330 2.0297
C 4.1980 -1.6828 3.6414
C 3.2777 -1.2353 1.4236
C 3.6902 2.8810 4.3337
H 4.1858 1.5263 6.3899
H 3.8576 -0.1182 5.9564
H 5.2532 0.7145 5.2416
H 1.2023 1.7343 4.0378
H 1.6370 1.5980 5.7295
H 1.8783 -0.8358 5.5569
H 0.3317 -0.3550 4.9004
H 1.5558 -2.0423 3.4960
H 1.0477 -0.5928 2.6519
H 5.2354 -1.4652 3.3609
H 4.0070 -2.7316 3.3814
H 4.1246 -1.6413 4.7261
H 2.5128 -0.7712 0.7903
H 3.1079 -2.3180 1.3624
H 4.2604 -1.0337 0.9796
H 4.7682 3.0222 4.1903
H 3.4180 3.3684 5.2795
H 3.1704 3.4358 3.5459
*
```

Molar mass, g/mol: 489.45
Kohn-Sham gap (alpha / beta), eV: 8.34 / 7.58
LUMO energy (alpha / beta), eV: 0.405 / -0.355
Energy relative to the best compared isomer or geometry (same formula, charge and spin), kJ/mol: 581.0
Energy, eV: -49312.1476
HOMO energy (alpha / beta), Eh: -0.292 / -0.292

---

No. 6
Entry from the Open Molecules 2025 dataset: a structure of composition C49H57Cl2Ge2MnN2O4 (ωB97M-V/def2-TZVPD).

```
! RIJCOSX wB97M-V def2-TZVPD def2/J DEFGRID3
* xyz 1 6
Mn 0.1831 0.1977 -0.2629
O -0.6483 -1.5260 1.1740
C -1.9445 -1.3367 1.7447
C -1.8689 -0.5859 3.0744
C -1.0940 0.7373 2.9450
C -1.7770 1.6888 2.0068
C -2.6740 2.6418 2.4744
C -3.3165 3.4735 1.5730
C -3.0908 3.2827 0.2204
C -2.1816 2.3152 -0.1632
N -1.5073 1.5631 0.7046
H -0.0880 -1.9092 1.8652
H -2.4204 -2.3179 1.8817
H -2.5286 -0.7734 1.0122
H -1.3637 -1.2163 3.8108
H -2.8795 -0.4042 3.4410
H -0.0927 0.5241 2.5554
H -0.9872 1.1890 3.9313
H -2.8760 2.7132 3.5309
H -3.9789 4.2563 1.9103
H -3.6043 3.8606 -0.5303
H -1.9873 2.1221 -1.2086
C 1.9545 2.6406 2.7050
C 3.0866 1.6629 3.0283
C 2.6314 0.5600 3.9930
C 3.7293 0.9964 1.8299
C 5.1125 0.9557 1.7937
C 5.8021 0.2484 0.8276
C 5.0944 -0.4703 -0.1173
C 3.7124 -0.4559 -0.1459
C 2.9757 -1.3394 -1.1266
C 3.5726 -1.2873 -2.5307
C 2.9583 -2.7804 -0.6005
C 2.9988 0.3140 0.8177
O 1.6845 0.3874 0.7589
H 1.3826 2.8515 3.6068
H 1.2832 2.2295 1.9522
H 2.3686 3.5775 2.3374
H 3.8717 2.2320 3.5382
H 1.8733 -0.0660 3.5281
H 2.2215 0.9974 4.9002
H 3.4749 -0.0709 4.2688
H 5.6691 1.4936 2.5464
H 6.8804 0.2273 0.8431
H 5.6415 -1.0509 -0.8427
H 1.9170 -0.9899 -1.1996
H 4.5924 -1.6649 -2.5468
H 3.5768 -0.2618 -2.8961
H 2.9808 -1.9094 -3.1964
H 3.9725 -3.1641 -0.5276
H 2.3966 -3.4227 -1.2755
H 2.5102 -2.8241 0.3906
C -1.6886 1.3798 -4.4196
Ge 0.2940 1.2389 -4.2923
C 1.0957 2.3404 -5.7688
C 0.7430 -0.6660 -4.6470
Ge 0.9783 1.9168 -1.8930
C 0.1558 3.7306 -1.6384
C 0.1300 4.3446 -0.3908
C -0.4314 5.5967 -0.2193
C -1.0189 6.2466 -1.2921
C -1.0064 5.6472 -2.5398
C -0.4169 4.4073 -2.7093
C 2.8918 2.4711 -1.8876
C 3.7316 2.3795 -2.9919
C 5.0375 2.8318 -2.9272
C 5.5340 3.3562 -1.7445
C 4.7102 3.4491 -0.6347
C 3.4009 3.0197 -0.7145
H -1.9666 1.1275 -5.4403
H -2.0614 2.3752 -4.1988
H -2.1710 0.6768 -3.7475
H 0.6686 1.9807 -6.7010
H 2.1730 2.2335 -5.8273
H 0.8650 3.3951 -5.6693
H 0.0932 -1.0172 -5.4455
H 0.5655 -1.2825 -3.7707
H 1.7742 -0.7852 -4.9652
H 0.5495 3.8309 0.4637
H -0.4212 6.0618 0.7557
H -1.4835 7.2137 -1.1589
H -1.4580 6.1418 -3.3866
H -0.3906 3.9596 -3.6937
H 3.3513 1.9694 -3.9206
H 5.6697 2.7745 -3.8022
H 6.5554 3.7009 -1.6877
H 5.0816 3.8624 0.2918
H 2.7531 3.1105 0.1445
Cl -7.1122 -2.1721 -1.5575
C -7.1833 -1.1298 -2.9329
C -8.3800 -0.5346 -3.2805
C -8.4300 0.2993 -4.3856
C -7.2823 0.5493 -5.1155
C -6.0844 -0.0499 -4.7620
Cl -4.6613 0.3784 -5.6405
C -6.0051 -0.9320 -3.6741
N -4.8409 -1.5443 -3.2476
C -3.9123 -2.2217 -3.9882
C -4.1572 -2.5658 -5.3262
C -3.2132 -3.2453 -6.0625
C -2.0085 -3.6159 -5.4805
C -1.7789 -3.3315 -4.1461
C -2.7128 -2.6550 -3.3779
C -2.4462 -2.4415 -1.9168
C -2.2374 -0.9490 -1.5673
O -3.2056 -0.2240 -1.3894
O -1.0163 -0.5845 -1.4869
H -9.2637 -0.7286 -2.6947
H -9.3606 0.7630 -4.6709
H -7.3033 1.2253 -5.9560
H -4.6885 -1.4906 -2.2440
H -5.1103 -2.3180 -5.7655
H -3.4221 -3.5018 -7.0893
H -1.2701 -4.1554 -6.0509
H -0.8626 -3.6664 -3.6819
H -1.5453 -2.9844 -1.6264
H -3.2885 -2.7953 -1.3140
*
```

Molar mass, g/mol: 1009.07
Kohn-Sham gap (alpha / beta), eV: 6.30 / 3.07
LUMO energy (alpha / beta), eV: -2.901 / -6.129
Energy relative to the best compared isomer or geometry (same formula, charge and spin), kJ/mol: 326.4
Energy, eV: -232301.8327
HOMO energy (alpha / beta), Eh: -0.338 / -0.338

---

No. 7
Entry from the Open Molecules 2025 dataset: a cluster of 3 separate species, C3H5ClN4O2 in total (ωB97M-V/def2-TZVPD).

```
! RIJCOSX wB97M-V def2-TZVPD def2/J DEFGRID3
* xyz 0 1
C -0.3104 -2.0078 -0.0347
C -0.4361 0.1417 -0.3068
C 1.6904 0.4142 -1.3588
N 0.8502 -1.6071 -0.4533
N -1.1399 -0.9846 0.2718
N 0.7975 -0.3083 -0.6789
N -0.6507 1.5039 0.0370
O 0.2432 2.3732 -0.1516
O -1.6877 1.8564 0.5988
Cl -2.8432 -0.7778 0.4898
H -0.6298 -3.0238 0.1944
H -0.2889 0.4756 2.6887
H 1.6265 1.4155 -1.6516
H 0.1581 0.5483 1.9585
H 2.6208 -0.0195 -1.6033
*
```

Molar mass, g/mol: 164.55
Kohn-Sham gap (alpha / beta), eV: 7.22 / 7.22
LUMO energy (alpha / beta), eV: -0.776 / -0.771
Energy relative to the best compared isomer or geometry (same formula, charge and spin), kJ/mol: 245.2
Energy, eV: -25761.1191
HOMO energy (alpha / beta), Eh: -0.294 / -0.294

---

No. 8
Entry from the Open Molecules 2025 dataset: a structure of composition C41H42IN8O2PbS2Sb (ωB97M-V/def2-TZVPD).

```
! RIJCOSX wB97M-V def2-TZVPD def2/J DEFGRID3
* xyz 0 1
Pb 0.1577 -0.4030 -0.8434
C -2.7207 1.2970 3.2140
C -2.0899 -0.0348 3.4788
N -2.0693 -0.4769 4.7062
C -1.5119 -1.6858 4.9573
C -0.9821 -2.4857 3.9809
C -0.4286 -3.8305 4.3707
O -1.2689 -4.9099 3.9650
C -0.9644 -2.0240 2.6393
C -0.6226 -2.9543 1.5857
N -0.4126 -2.6715 0.3482
C -0.3780 -3.7719 -0.5443
C 0.5470 -4.8006 -0.4191
C 0.5697 -5.8375 -1.3385
C -0.3335 -5.8591 -2.3892
C -1.2628 -4.8365 -2.5262
C -1.2752 -3.8015 -1.6096
I -2.6164 -2.2174 -1.8493
C -1.5051 -0.7428 2.3444
O -1.4937 -0.1840 1.2089
H -2.8194 1.8505 4.1466
H -2.1419 1.8637 2.4832
H -3.7151 1.1709 2.7814
H -1.5009 -2.0013 5.9948
H 0.5365 -4.0176 3.8971
H -0.2686 -3.8516 5.4536
H -2.1565 -4.7270 4.2913
H -0.6606 -4.0082 1.8699
H 1.2667 -4.7607 0.3891
H 1.3050 -6.6250 -1.2383
H -0.3098 -6.6608 -3.1144
H -1.9620 -4.8378 -3.3505
N 1.0584 0.0088 4.4311
C 0.9189 0.5427 3.2029
N 1.5457 0.1729 2.1422
C 2.3877 -0.9276 2.2346
N 3.0206 -1.3857 1.2104
N 2.7062 -0.7021 0.0444
C 3.7037 -0.2924 -0.6233
C 3.5144 0.4835 -1.8638
C 4.5552 0.5917 -2.7746
C 4.3513 1.3219 -3.9342
C 3.1268 1.9368 -4.1263
C 2.1529 1.7875 -3.1495
N 2.3302 1.0778 -2.0415
C 2.5885 -1.5779 3.5382
C 3.4266 -2.6825 3.7103
C 3.5656 -3.2633 4.9523
C 2.8687 -2.7446 6.0473
C 2.0387 -1.6554 5.8980
C 1.9009 -1.0760 4.6375
H 0.4159 0.2832 5.1585
H 0.2008 1.3546 3.1293
H 4.7177 -0.4893 -0.2773
H 5.4960 0.0953 -2.5813
H 5.1360 1.4106 -4.6735
H 2.9192 2.5202 -5.0117
H 1.1823 2.2484 -3.2722
H 3.9555 -3.0630 2.8482
H 4.2118 -4.1206 5.0801
H 2.9789 -3.2008 7.0218
H 1.4845 -1.2568 6.7381
S 1.4160 -2.0996 -2.8490
C 0.6082 -1.0617 -3.9435
N -0.1818 -0.0808 -3.5919
C -0.7032 0.5827 -4.6831
C -1.5876 1.6580 -4.6257
C -2.0143 2.2426 -5.8035
C -1.5720 1.7677 -7.0400
C -0.6984 0.6957 -7.1130
C -0.2700 0.1081 -5.9300
S 0.8017 -1.2359 -5.6822
H -1.9365 2.0127 -3.6648
H -2.7031 3.0766 -5.7667
H -1.9189 2.2371 -7.9506
H -0.3588 0.3257 -8.0712
C -0.1744 5.1679 1.4771
C -1.4877 4.5238 1.0572
Sb -1.2120 2.9884 -0.4276
C -0.5031 4.3277 -1.9717
C -1.3185 5.5937 -2.1947
C -3.2748 2.9284 -1.0365
C -4.1273 2.1017 -0.0806
H -0.3315 5.9713 2.1997
H 0.3543 5.5965 0.6236
H 0.4991 4.4396 1.9358
H -2.1750 5.2531 0.6245
H -1.9938 4.0772 1.9142
H -0.4538 3.7396 -2.8897
H 0.5303 4.5674 -1.7095
H -2.3513 5.3646 -2.4614
H -0.9019 6.1975 -3.0042
H -1.3427 6.2224 -1.3032
H -3.3143 2.5154 -2.0464
H -3.6303 3.9591 -1.0948
H -3.7080 1.1059 0.0768
H -5.1477 1.9902 -0.4528
H -4.1887 2.5772 0.8998
*
```

Molar mass, g/mol: 1198.84
Kohn-Sham gap, eV: 7.05
LUMO energy, eV: -0.227
Energy relative to the best compared isomer or geometry (same formula, charge and spin), kJ/mol: 0.0
Energy, eV: -100772.0632
HOMO energy, Eh: -0.268